Entry 1:
The following is a quantum chemistry calculation of a cluster of 6 separate species, C26H46NO18P in total at a distorted geometry, from the Open Molecules 2025 dataset.

Structure (XYZ):
```
92
Properties=species:S:1:pos:R:3:forces:R:3
N 2.670228 -4.203713 7.932503 -2.62 -0.49 -1.14
C 1.444980 -3.744133 7.220005 -0.40 -0.96 -2.44
C 1.199229 -4.085992 5.851951 -0.95 1.30 2.61
C -0.185587 -3.547000 5.236037 0.47 0.47 -1.57
O -0.294408 -3.104150 4.068987 0.11 -1.75 4.06
C -1.425566 -3.587934 6.268983 0.53 1.57 3.06
P -3.174575 -4.131447 5.770169 1.74 -4.54 -1.95
O -2.996443 -5.487952 5.029015 -0.50 3.12 1.40
C -1.183835 -3.228685 7.631858 0.86 -0.84 -3.19
C 0.342696 -2.828168 7.960419 0.40 1.38 1.42
O 0.645151 -1.860548 8.697683 -1.08 -3.64 -2.52
H 3.029941 -4.957832 7.310759 0.01 0.84 0.58
H 2.324175 -4.728758 8.759934 0.46 0.73 -0.37
H 1.930266 -4.709752 5.231356 -1.28 1.16 0.85
H -3.898028 -4.454966 6.984772 0.46 1.20 -0.47
H -3.861786 -3.181189 4.950589 0.33 0.08 0.84
H -2.001472 -3.248806 8.427205 1.42 0.32 -1.15
C 2.566695 -2.023648 2.208266 0.23 0.06 -0.24
C 1.229772 -1.311593 2.124303 0.08 -0.63 0.34
O 1.362826 -0.052479 1.447973 -0.16 0.28 -0.57
C 1.437083 -0.116212 0.109437 0.22 -0.18 0.33
O 1.395940 -1.121160 -0.557398 -0.05 0.43 0.14
O 1.596841 1.133666 -0.358085 -0.17 -0.31 0.12
C 1.784828 1.200910 -1.770204 0.03 0.15 -0.45
H 3.320531 -1.373138 2.659591 -0.12 -0.04 0.11
H 2.480821 -2.935058 2.803028 -0.07 0.09 -0.01
H 2.934001 -2.294835 1.215762 -0.14 -0.04 0.06
H 0.871017 -1.092871 3.130913 0.00 0.28 -0.23
H 0.472886 -1.933114 1.639315 0.14 0.16 -0.08
H 0.989771 0.675018 -2.302803 0.15 -0.08 0.11
H 2.762381 0.791663 -2.034378 -0.14 -0.08 -0.01
H 1.758059 2.251046 -2.062298 0.00 -0.06 0.31
C 0.476171 3.457508 1.774621 0.17 0.25 0.07
C -0.818809 3.265536 1.008571 0.58 -0.46 0.06
O -1.693553 4.387498 1.190557 -0.22 0.44 -0.38
C -1.396738 5.472808 0.460181 0.08 -0.24 0.37
O -0.480940 5.571566 -0.320697 -0.36 0.04 0.08
O -2.275900 6.439082 0.771246 0.19 -0.34 -0.16
C -2.012670 7.685323 0.128926 -0.02 0.43 -0.15
H 0.272054 3.672588 2.826853 -0.08 -0.13 -0.05
H 1.098926 2.564201 1.708822 -0.12 0.05 0.00
H 1.046986 4.302669 1.382904 -0.07 -0.11 -0.09
H -1.343660 2.389955 1.395796 -0.21 0.27 0.02
H -0.634772 3.088458 -0.054700 -0.02 0.21 0.09
H -1.919664 7.563115 -0.951947 0.13 -0.05 0.15
H -1.108063 8.133544 0.545266 0.00 -0.08 -0.17
H -2.853863 8.349362 0.329837 0.00 -0.27 0.14
C -6.711353 -4.521992 1.601217 -0.06 -0.14 0.26
C -7.319876 -3.154023 1.357177 0.60 -0.22 -0.18
O -8.648813 -3.084524 1.890074 -0.23 0.32 0.51
C -8.735296 -2.909219 3.219965 0.11 -0.28 -0.26
O -7.806988 -2.800169 3.986971 -0.41 0.05 -0.30
O -10.035655 -2.907533 3.553970 0.41 0.10 -0.15
C -10.269189 -2.823213 4.958672 -0.20 0.04 0.42
H -7.366114 -5.308909 1.218492 0.07 0.11 -0.12
H -5.736903 -4.603503 1.115492 -0.07 0.02 0.00
H -6.579116 -4.709781 2.669055 0.07 0.10 -0.09
H -7.400495 -2.977685 0.282854 -0.32 0.04 0.15
H -6.695952 -2.356387 1.769821 -0.17 -0.10 0.13
H -9.743068 -1.973672 5.398333 0.07 -0.18 -0.07
H -9.967560 -3.755145 5.441512 0.10 0.15 0.01
H -11.339555 -2.682883 5.111885 0.09 -0.05 -0.29
C 4.845071 3.480687 -6.907911 -0.11 -0.14 0.24
C 4.233465 4.846344 -7.162002 0.61 -0.21 -0.15
O 2.907120 4.921329 -6.624417 -0.22 0.29 0.36
C 2.828336 5.109610 -5.297088 0.03 -0.26 -0.19
O 3.761378 5.224594 -4.539994 -0.35 0.05 -0.23
O 1.530241 5.116003 -4.954309 0.40 0.08 -0.20
C 1.306380 5.213877 -3.548005 -0.25 0.10 0.43
H 4.188315 2.690311 -7.280090 0.09 0.08 -0.11
H 5.816896 3.395763 -7.398554 -0.08 0.02 -0.01
H 4.983720 3.301718 -5.839390 0.05 0.12 -0.09
H 4.147007 5.011940 -8.237703 -0.32 0.04 0.14
H 4.858986 5.648311 -6.760228 -0.17 -0.10 0.14
H 1.836001 6.066666 -3.119656 0.07 -0.20 -0.05
H 1.610741 4.286361 -3.059005 0.11 0.18 0.02
H 0.237625 5.356364 -3.386908 0.10 -0.06 -0.25
C 4.576343 -1.706263 -3.880228 0.23 -0.13 -0.11
C 3.490367 -1.071535 -4.728576 -0.06 -0.34 0.55
O 4.042934 -0.500752 -5.921932 -0.06 -0.06 -0.51
C 4.330535 -1.370864 -6.903176 0.13 0.06 0.30
O 4.159702 -2.564757 -6.865729 0.01 0.44 -0.11
O 4.870162 -0.683630 -7.923249 -0.26 -0.12 0.28
C 5.310609 -1.506494 -9.002158 0.16 -0.16 -0.41
H 5.376386 -0.988487 -3.680926 -0.15 0.05 0.07
H 4.167963 -2.057013 -2.930076 -0.02 0.07 -0.05
H 5.032327 -2.556452 -4.392368 -0.16 0.02 0.02
H 3.027014 -0.253975 -4.173102 0.11 0.12 -0.32
H 2.699965 -1.786908 -4.971439 0.19 0.03 -0.14
H 4.515313 -2.171196 -9.344807 0.11 -0.01 0.18
H 6.187803 -2.080712 -8.696664 -0.17 -0.08 -0.02
H 5.593306 -0.852584 -9.827683 -0.08 0.14 0.26
```
Positions in Å, forces in eV/Å.

HOMO level: -9.86 eV
gap between HOMO and LUMO: 0.3047 hartree
strongest force on any atom: 5.24 eV/A

***

Entry 2:
The following is a quantum chemistry calculation of a structure of composition C26H46OOsP2 at a distorted geometry, from the Open Molecules 2025 dataset.

Structure (XYZ):
```
76
Properties=species:S:1:pos:R:3:forces:R:3
Os 0.311195 2.311056 -1.792918 -0.81 -5.80 0.62
C 1.631789 0.633890 -0.326768 -1.09 1.16 2.77
C 0.940555 1.797297 0.357257 1.09 -1.97 -1.21
C 0.199237 -0.288146 1.259838 0.54 0.10 -0.63
C 1.087225 -0.583669 0.204230 -0.18 0.52 0.65
C 0.094012 1.098047 1.383326 0.01 -0.40 -0.54
C 3.042515 0.590702 -0.723019 0.68 0.11 -0.75
H 3.488962 1.575744 -0.841305 0.04 -0.07 -0.04
H 3.142499 0.017989 -1.651802 0.33 0.01 0.11
H 3.618958 0.060564 0.049710 -0.17 0.08 -0.15
C 1.687660 -1.904173 -0.025536 0.11 -0.79 -0.47
H 1.674183 -2.187063 -1.077514 0.12 0.00 -0.04
H 1.145220 -2.678010 0.509020 0.09 -0.08 0.05
H 2.739311 -1.956843 0.290368 -0.22 0.14 0.06
C -0.360129 -1.293072 2.209960 -0.37 -0.39 0.20
H 0.182511 -1.323924 3.168838 -0.07 0.16 -0.32
H -0.311290 -2.302740 1.793910 0.01 0.16 0.08
H -1.415756 -1.120754 2.458875 0.24 0.16 -0.05
C -0.511175 1.698779 2.582916 -0.38 0.65 -0.02
H 0.070384 1.498257 3.494343 0.03 0.02 -0.25
H -1.506894 1.287789 2.767096 0.02 -0.05 0.04
H -0.605703 2.772771 2.457582 -0.05 0.18 0.24
C 1.783523 2.908851 0.926583 0.09 0.33 0.15
H 2.363265 2.521939 1.781667 -0.07 0.16 -0.23
H 1.154822 3.721395 1.305845 0.14 -0.05 -0.10
H 2.480902 3.329851 0.198609 -0.05 -0.02 0.15
C -0.431253 3.229972 -4.734680 0.58 0.68 -1.80
C 0.820570 3.779271 -4.365146 -0.89 3.12 -2.01
C 0.855116 5.203017 -3.720911 0.98 -1.24 -0.53
C -0.017724 5.364482 -2.503173 0.08 0.06 1.13
C -0.500511 4.023831 -1.832664 -2.87 5.89 0.92
C -1.725490 3.528187 -2.409083 -0.43 0.33 0.03
C -2.450779 4.147870 -3.591989 -1.13 -0.13 0.05
C -1.652044 4.099309 -4.884560 -0.32 -0.03 -0.02
H 0.620052 5.948897 -4.492812 -0.03 -0.33 0.05
H -0.868326 6.028977 -2.728422 0.06 -0.54 0.23
H 1.892191 5.410967 -3.422272 -0.15 -0.15 -0.33
H -1.404090 5.115693 -5.240157 0.18 -0.44 0.16
H -0.439375 2.470557 -5.526167 0.37 0.07 0.81
H 1.576358 3.719152 -5.161280 0.03 -0.50 0.25
H -2.283243 3.647900 -5.665260 0.29 0.24 0.19
H -3.391786 3.566898 -3.753952 0.67 0.35 0.23
H -2.435526 2.926619 -1.837233 0.85 0.24 0.01
H -2.827100 5.193178 -3.405066 0.56 -0.91 0.30
H 0.568890 5.913760 -1.748557 -0.27 -0.20 -0.21
H -0.606361 4.245080 -0.747125 -0.10 -0.09 -0.17
P -0.626864 0.366223 -3.107010 0.44 -0.22 1.19
P -2.908317 0.931551 -0.483482 2.69 0.59 -0.74
C -2.426307 0.558768 -3.436386 -0.44 0.00 -0.64
C -3.454493 0.792267 -2.284219 -0.71 0.28 0.65
H -2.723084 -0.341517 -3.995077 -0.04 0.23 0.10
H -2.538625 1.396568 -4.148766 0.23 -0.37 0.23
H -4.028766 1.716175 -2.505016 0.04 -0.72 -0.05
H -4.158150 -0.060577 -2.243695 0.16 0.54 -0.30
C -3.894880 -0.219793 0.467272 -0.25 -0.09 0.18
H -3.268023 -0.534616 1.327741 -0.70 0.04 -0.40
H -4.159219 -1.078800 -0.169500 -0.07 0.23 0.57
H -4.775152 0.362249 0.790474 0.09 -0.78 0.11
C -3.304332 2.500935 0.344374 -0.90 0.94 0.34
H -4.417480 2.627089 0.361252 0.86 0.27 0.21
H -2.829482 3.407038 -0.105344 -0.49 -0.79 0.42
H -2.913126 2.443308 1.400889 -0.55 -0.15 -1.07
C 0.391406 0.175172 -4.603269 -0.58 -0.29 -0.28
H 1.418873 0.417206 -4.342773 0.05 -0.07 0.04
H 0.085064 0.803196 -5.433262 -0.01 -0.23 0.07
H 0.330826 -0.865742 -4.903635 0.18 -0.14 -0.14
C 2.030100 2.582033 -2.607758 1.61 0.11 1.71
H 2.552998 3.401086 -2.068821 -0.11 0.08 -0.82
H 1.530345 3.053327 -3.586921 0.53 -0.32 -0.15
H 2.780729 1.826490 -2.873381 -0.58 0.03 -0.39
C -1.425362 -1.740934 -1.270138 0.15 -0.37 0.82
C -0.530149 -1.421556 -2.427713 1.18 -0.30 -0.60
O 0.296365 -2.185406 -2.907816 -1.36 1.20 0.68
H -1.037650 -2.632772 -0.747536 -0.38 0.10 -0.50
H -2.458043 -1.903593 -1.623700 0.38 -0.07 0.13
H -1.431749 -0.920379 -0.510622 0.03 -0.50 -0.95
```
Positions in Å, forces in eV/Å.

multiplicity: 5
⟨S²⟩: 6.069
HOMO level (alpha / beta): -12.72 / -13.55 eV
gap between HOMO and LUMO (alpha / beta): 0.2151 / 0.1917 hartree
total charge: +2
strongest force on any atom: 6.62 eV/A

***

no.,electronic energy (a.u.)
1,-2768.663685
2,-1865.960165